[1]
Formula: C24H22N2O4ReSSe2
Source: the Open Molecules 2025 dataset
Level of theory: ωB97M-V/def2-TZVPD

The geometry in XYZ format:
```
56
Properties=species:S:1:pos:R:3:mulliken_spin:R:1
Re 0.9206 0.4633 -0.4910 0.9199
S -0.6772 4.6496 -1.3859 0.0301
C -2.0734 3.6600 -1.0520 -0.0037
C -3.4021 4.0404 -0.9552 0.0053
C -4.3390 3.0610 -0.6755 -0.0006
C -3.9642 1.7232 -0.5481 0.0001
C -2.6412 1.3459 -0.6319 0.0184
C -1.6770 2.3263 -0.8426 -0.0240
N -0.3129 2.1311 -0.8616 -0.0428
C 0.3228 3.2809 -1.1421 0.0467
C 1.7543 3.2647 -1.1012 -0.0115
C 2.5667 4.3257 -1.4940 0.0134
C 3.9395 4.1858 -1.3896 -0.0056
C 4.4816 3.0081 -0.8849 0.0060
C 3.6631 1.9604 -0.4761 0.0230
C 2.2832 2.0402 -0.6132 -0.0307
H -3.6893 5.0697 -1.0975 0.0002
H -5.3763 3.3342 -0.5667 0.0000
H -4.7224 0.9685 -0.4141 -0.0005
H -2.3268 0.3147 -0.5695 -0.0031
H 2.1186 5.2246 -1.8932 0.0010
H 4.5875 4.9914 -1.6998 -0.0001
H 5.5537 2.9068 -0.8041 0.0004
H 4.1098 1.0676 -0.0611 0.0021
O -0.4477 -1.3562 -0.6160 0.0008
C -0.1016 -2.5403 -0.7637 -0.0021
C 1.2191 -3.0650 -0.7635 0.0032
C 1.3940 -4.4567 -0.7876 -0.0027
C 2.6562 -4.9966 -0.7511 0.0180
C 3.7967 -4.1821 -0.7417 -0.0078
C 3.6593 -2.8180 -0.7410 0.0201
C 2.3774 -2.2078 -0.7036 -0.0064
O 2.2645 -0.9361 -0.5822 0.0476
N 2.8053 -6.4554 -0.7238 -0.0015
O 3.9273 -6.8827 -0.7171 0.0006
O 1.7840 -7.0938 -0.6941 0.0031
H -0.9038 -3.2821 -0.8826 0.0000
H 0.5375 -5.1161 -0.8119 -0.0002
H 4.7686 -4.6564 -0.7385 0.0002
H 4.5288 -2.1799 -0.7294 -0.0010
C -0.4999 1.9798 2.5297 0.0139
Se 0.4582 0.3690 2.0117 -0.0257
C -0.8990 -0.9862 2.5873 -0.0017
C -2.3576 -0.8474 2.1975 -0.0002
Se -2.9281 -1.9346 0.6296 -0.0012
C -4.7984 -2.1257 1.0883 0.0002
H -0.8013 1.8789 3.5709 0.0014
H -1.3673 2.1449 1.8951 -0.0008
H 0.1965 2.8113 2.4401 -0.0007
H -0.8156 -0.9268 3.6776 -0.0016
H -0.4976 -1.9559 2.2886 0.0004
H -2.6348 0.1853 1.9881 0.0001
H -2.9817 -1.2096 3.0172 -0.0001
H -4.9062 -2.7658 1.9592 0.0000
H -5.2921 -2.5823 0.2339 0.0000
H -5.2405 -1.1536 1.2840 0.0000
```

## Properties
Total charge: +2
ΔE to the lowest compared entry with this formula, charge and spin: 213.8 kJ/mol
<S²>: 0.76
Orbital gap (spin up / spin down): 4.48 / 4.83 eV
Multiplicity: 2
Highest occupied orbital energy (spin up / spin down): -13.753 / -13.758 eV
M: 778.6 g/mol



[2]
Formula: C24H22N2O6
Source: the Open Molecules 2025 dataset
Level of theory: ωB97M-V/def2-TZVPD

The geometry in XYZ format:
```
54
Properties=species:S:1:pos:R:3:lowdin_charge:R:1
C -6.4501 -1.2790 0.4290 0.0132
C -5.5202 -0.1679 -0.2732 -0.2054
H -5.5325 -0.1388 -1.3890 0.1523
H -5.9844 0.7884 0.0197 0.1338
O -4.2921 -0.3835 0.0200 0.0988
C -3.5599 -1.1345 -0.4315 -0.6530
O -3.9508 -1.8748 -1.2387 0.1704
C -2.1488 -1.0193 -0.1195 -0.1994
C -1.5451 -0.4350 0.9889 -0.0456
C -0.0767 -0.8543 0.9582 -0.0404
C 0.9618 -0.3062 1.7382 0.0592
C 2.1443 -0.8679 1.1904 0.0219
C 2.3874 -1.9367 0.0128 -0.1901
C 1.2749 -1.9811 -0.5938 -0.0594
C 0.0102 -1.6048 -0.3391 -0.1701
N -1.2816 -1.7669 -0.6277 0.1112
H -1.4260 -2.3605 -1.5589 0.2516
H 1.3313 -2.7246 -1.4359 0.1625
O 3.6838 -2.1314 -0.3595 -0.0545
C 4.5460 -2.1623 0.8201 -0.1295
C 4.5338 -0.8541 1.3043 -0.2154
H 5.2314 -0.7037 2.3228 0.1983
O 3.3446 -0.5158 2.1009 -0.1012
H 4.6927 -0.0160 0.8192 0.0500
H 5.5209 -2.2332 -0.0438 0.2248
H 4.4686 -2.9729 1.4362 0.1049
H 0.9842 -0.1042 2.6203 0.0334
C -2.0699 0.5418 2.1202 -0.1310
H -1.9604 -0.0936 3.2400 0.1869
H -3.1528 0.3376 2.0853 0.0899
C -1.5930 1.9423 2.0988 -0.2318
H -2.2787 2.3941 2.6793 0.0864
C -1.5804 2.5183 0.7825 -0.1093
N -0.4813 1.9601 -0.0465 0.0402
C 0.8150 2.3077 0.3467 -0.1144
O 1.2169 3.2212 1.3446 -0.0384
C 1.7253 1.7546 -0.8699 -0.1487
C 3.0686 1.7165 -0.5602 0.1082
C 3.5725 1.0502 -1.8998 -0.0145
C 2.6422 0.5283 -2.7490 -0.2520
C 1.4546 0.3907 -2.5613 -0.0369
C 0.7204 1.2188 -1.3980 -0.1124
C -0.6400 1.3475 -1.1893 -0.4528
O -1.6179 0.9464 -1.7476 0.1705
H 0.6156 0.0678 -3.5171 0.2082
H 3.3486 -0.1963 -3.6891 0.2099
H 4.7437 0.8313 -2.0022 0.1446
H 3.8388 2.0321 -0.0621 0.0529
H -1.5676 3.6597 0.7655 0.1540
H -2.6274 2.2453 0.2456 0.1806
H -0.5645 1.9341 2.4978 0.1203
H -6.4178 -1.1971 1.3781 -0.0054
H -7.3507 -1.1139 -0.0592 0.0521
H -6.0614 -2.3256 0.1028 0.1206
```

## Properties
ΔE to the lowest compared entry with this formula, charge and spin: 2036.3 kJ/mol
Orbital gap: 6.87 eV
Multiplicity: 1
Highest occupied orbital energy: -7.710 eV
M: 434.4 g/mol



[3]
Formula: C24H22N3
Source: the Open Molecules 2025 dataset
Level of theory: ωB97M-V/def2-TZVPD

The geometry in XYZ format:
```
49
Properties=species:S:1:pos:R:3:lowdin_charge:R:1
C -5.6337 0.8223 0.1454 -0.0031
N -4.1914 0.7362 0.3051 -0.0968
C -3.5797 0.3284 1.4577 0.0222
C -2.1620 0.4414 1.3304 -0.1394
C -1.1326 0.2934 2.3111 0.1511
C -0.3261 -0.8371 2.6433 -0.1844
C -0.0614 -1.8719 1.6985 0.0036
C 0.9078 -2.8285 1.9349 -0.0427
C 1.5388 -2.9017 3.1866 0.0001
C 1.1743 -1.9976 4.1964 -0.0477
C 0.2779 -0.9691 3.9385 0.0122
C -1.9619 1.0362 0.0037 -0.1267
C -0.8591 1.6557 -0.5665 -0.0420
C -0.9729 2.2532 -1.8278 -0.0683
C -2.2302 2.3293 -2.4531 -0.0679
C -3.3791 1.7902 -1.8471 -0.0057
C -3.2269 1.1401 -0.6260 -0.1590
H -5.8715 1.2536 -0.8267 0.0842
H -6.0916 -0.1723 0.2196 0.1001
H -6.0774 1.4598 0.9223 0.1019
H -4.1653 0.0012 2.3114 0.1388
H -1.0791 1.1236 3.0306 0.1487
H -0.6336 -1.8818 0.7656 0.1293
H 1.1847 -3.5303 1.1469 0.1254
H 2.2855 -3.6729 3.3882 0.1277
H 1.5979 -2.0892 5.1961 0.1189
H -0.0341 -0.2688 4.7167 0.1282
H 0.0633 1.6518 0.0093 0.0921
H -0.0792 2.6573 -2.3153 0.1117
H -2.3033 2.8414 -3.4129 0.1079
H -4.3643 1.8439 -2.3061 0.1061
C 4.7796 0.8670 -0.1194 -0.0031
N 3.4824 0.2272 -0.3386 -0.0730
C 2.4477 0.1919 0.5574 -0.1056
N 1.3233 -0.2675 -0.0078 0.0795
C 1.6364 -0.5870 -1.3206 -0.2353
C 2.9833 -0.2388 -1.5649 -0.1639
C 3.5441 -0.2297 -2.8363 -0.0051
C 2.7136 -0.6574 -3.8934 -0.0753
C 1.3975 -1.0853 -3.6610 -0.0796
C 0.8470 -1.0663 -2.3694 -0.0141
H 5.3862 0.7608 -1.0239 0.0850
H 4.6271 1.9317 0.1073 0.0988
H 5.2927 0.4048 0.7362 0.0963
H 2.5943 0.5082 1.5912 0.1397
H 4.5765 0.1088 -2.9676 0.1076
H 3.1056 -0.6501 -4.9074 0.1053
H 0.8097 -1.4485 -4.5076 0.1076
H -0.1610 -1.4075 -2.1508 0.1086
```

## Properties
Total charge: +1
ΔE to the lowest compared entry with this formula, charge and spin: 142.4 kJ/mol
Orbital gap: 5.01 eV
Multiplicity: 1
Highest occupied orbital energy: -10.620 eV
M: 352.5 g/mol



[4]
Formula: C24H22N4O2SeTl
Source: the Open Molecules 2025 dataset
Level of theory: ωB97M-V/def2-TZVPD

The geometry in XYZ format:
```
54
Properties=species:S:1:pos:R:3:lowdin_charge:R:1
Tl 1.1646 0.1491 -0.3124 0.9121
O 2.4620 1.7656 0.1661 -0.2001
C 2.8458 1.9541 1.4183 -0.3943
C 2.6369 3.2067 2.0160 -0.0117
C 3.1129 3.4829 3.2806 -0.0657
C 3.8236 2.5242 4.0045 -0.0814
C 4.0343 1.2874 3.4381 -0.0397
C 3.5305 0.9652 2.1706 -0.1663
C 3.7451 -0.3960 1.7043 -0.0835
N 3.1188 -0.9351 0.7342 -0.0455
C 3.3702 -2.3171 0.3545 -0.1776
C 2.0264 -2.9388 -0.0249 -0.2023
N 1.4451 -2.1015 -1.0556 -0.0529
C 1.0326 -2.5663 -2.1694 -0.0618
C 0.4799 -1.7492 -3.2296 -0.1478
C -0.2252 -2.3926 -4.2570 -0.0414
C -0.7959 -1.6800 -5.2859 -0.0805
C -0.6591 -0.2902 -5.3025 -0.0594
C 0.0379 0.3680 -4.3117 -0.0018
C 0.6337 -0.3424 -3.2615 -0.3454
O 1.3835 0.3164 -2.3807 -0.1740
H 2.1192 3.9569 1.4316 0.1191
H 2.9389 4.4597 3.7145 0.1095
H 4.2038 2.7492 4.9908 0.1052
H 4.5950 0.5344 3.9813 0.1153
H 4.4661 -0.9887 2.2784 0.1400
H 3.8567 -2.8978 1.1440 0.1263
H 4.0231 -2.3124 -0.5218 0.1340
H 1.3695 -2.9049 0.8495 0.0953
H 2.1408 -3.9811 -0.3345 0.1271
H 1.0794 -3.6456 -2.3505 0.1419
H -0.3237 -3.4722 -4.2254 0.1150
H -1.3353 -2.1879 -6.0730 0.1064
H -1.1049 0.2809 -6.1070 0.1121
H 0.1687 1.4420 -4.3293 0.1237
C -2.5319 -1.8356 0.6571 0.0103
N -2.5955 -0.4404 1.0670 -0.0519
C -1.6109 0.2737 1.6253 -0.6517
Se 0.1383 -0.2807 2.0578 0.8610
N -2.0573 1.5235 1.8127 0.1432
C -3.3617 1.6434 1.3460 -0.1593
C -4.2352 2.7196 1.2718 0.0116
C -5.4674 2.4703 0.6997 -0.0539
C -5.8202 1.1961 0.2307 -0.0528
C -4.9490 0.1269 0.3084 0.0120
C -3.7052 0.3848 0.8695 -0.1455
H -1.5493 -2.2251 0.9058 0.0581
H -2.6983 -1.9068 -0.4172 0.1105
H -3.2938 -2.4065 1.1843 0.1107
H -1.4930 2.2412 2.2413 0.1715
H -3.9674 3.7004 1.6405 0.1236
H -6.1782 3.2796 0.6058 0.1162
H -6.7991 1.0489 -0.2041 0.1158
H -5.2256 -0.8564 -0.0467 0.1208
```

## Properties
Total charge: +1
Orbital gap: 6.50 eV
Multiplicity: 1
Highest occupied orbital energy: -10.393 eV
M: 681.8 g/mol